[1]
DFT (ωB97M-V/def2-TZVPD) results for C5H10O2 in the gas phase.

```
17
Properties=species:S:1:pos:R:3:mulliken_charge:R:1
C 1.86 -1.08 0.60 -0.724
O 1.43 0.26 0.48 -0.369
C 0.80 0.50 -0.75 -0.848
C -0.63 -0.02 -0.83 0.172
C -1.32 -0.47 0.45 -0.701
C -1.70 0.82 -0.18 -0.281
O -1.36 2.04 0.40 -0.557
H 1.02 -1.79 0.49 0.327
H 2.30 -1.20 1.59 0.227
H 2.61 -1.32 -0.17 0.302
H 0.80 1.59 -0.87 0.364
H 1.40 0.07 -1.57 0.412
H -0.89 -0.55 -1.74 0.401
H -2.01 -1.32 0.40 0.268
H -0.73 -0.42 1.36 0.268
H -2.67 0.90 -0.67 0.390
H -0.66 1.89 1.04 0.350
```

## Properties
orbital gap = 10.395 eV
electronic energy = -9440.4078 eV
net charge = 0
structure (SMILES) = COC[C@H]1C[C@H]1O
energy relative to the best compared isomer or geometry (same formula, charge and spin) = 254.25 kJ/mol

---

[2]
DFT (ωB97M-V/def2-TZVPD) results for C31H33AuF5N3O3PSTe as an isolated structure.

```
79
Properties=species:S:1:pos:R:3:mulliken_charge:R:1
Au 0.35 -0.79 0.35 0.267
F 2.81 -7.13 2.58 -0.236
C 2.68 -5.93 2.08 0.650
C 1.41 -5.37 1.94 -0.169
F 0.35 -6.06 2.30 -0.255
C 1.28 -4.10 1.42 0.347
F 0.07 -3.60 1.30 -0.204
C 2.41 -3.34 1.03 0.340
S 2.37 -1.77 0.37 -0.291
C 3.68 -3.95 1.19 0.242
F 4.76 -3.29 0.83 -0.274
C 3.82 -5.22 1.70 0.163
F 5.02 -5.76 1.84 -0.246
N 0.96 2.84 1.04 0.151
C 2.40 2.41 1.02 -0.666
P 2.74 2.19 -0.80 1.129
O 3.00 3.54 -1.39 -0.951
O 1.60 1.32 -1.18 -0.550
C 4.38 1.36 -1.01 -0.971
N 5.34 2.46 -1.39 -0.155
H 0.58 2.94 1.98 0.420
H 0.40 2.14 0.52 -0.272
H 0.82 3.74 0.55 0.280
H 2.43 1.46 1.54 0.357
H 3.01 3.15 1.53 0.432
H 4.28 0.69 -1.86 0.340
H 4.76 0.79 -0.17 0.428
H 4.70 3.24 -1.70 0.346
H 5.99 2.19 -2.13 0.355
H 5.89 2.79 -0.60 0.342
C -6.76 4.49 -5.23 -1.507
C -5.76 3.74 -4.40 0.432
C -4.77 2.96 -4.98 -0.959
C -3.85 2.26 -4.22 0.545
C -2.86 1.38 -4.96 -1.812
C -3.92 2.35 -2.82 0.553
Te -2.25 1.41 -1.91 0.650
N -1.20 0.47 0.17 -0.490
C -2.41 0.24 0.47 1.034
O -3.33 0.78 -0.38 -0.688
C -3.02 -0.42 1.65 0.482
C -4.39 -0.69 1.68 -0.215
C -4.95 -1.30 2.78 -0.773
C -4.15 -1.65 3.86 -0.423
C -2.79 -1.38 3.84 -0.924
C -2.22 -0.77 2.74 -0.361
C -1.45 3.21 -1.14 0.738
C -1.87 3.68 0.10 -0.071
C -1.37 4.88 0.59 -0.959
C -0.46 5.60 -0.17 -0.885
C -0.05 5.13 -1.41 -0.643
C -0.54 3.92 -1.92 0.887
C -0.13 3.49 -3.30 -1.994
C -4.92 3.11 -2.19 1.392
C -5.11 3.28 -0.71 -1.686
C -5.83 3.78 -3.01 -0.702
H -6.58 4.36 -6.29 0.362
H -6.72 5.55 -5.00 0.355
H -7.78 4.15 -5.01 0.360
H -4.73 2.89 -6.06 0.303
H -3.07 1.41 -6.03 0.430
H -2.93 0.34 -4.65 0.365
H -1.82 1.70 -4.84 0.370
H -5.00 -0.42 0.83 0.486
H -6.01 -1.51 2.80 0.440
H -4.59 -2.13 4.73 0.420
H -2.17 -1.64 4.69 0.425
H -1.16 -0.55 2.72 0.271
H -2.57 3.11 0.70 0.406
H -1.70 5.25 1.55 0.467
H -0.09 6.55 0.19 0.431
H 0.63 5.71 -2.01 0.495
H 0.88 3.81 -3.54 0.507
H -0.80 3.95 -4.04 0.441
H -0.15 2.41 -3.43 0.343
H -4.60 2.53 -0.12 -0.080
H -6.18 3.22 -0.47 0.616
H -4.77 4.27 -0.40 0.332
H -6.61 4.36 -2.54 0.485
```

## Properties
orbital gap (spin up / spin down) = 8.491 / 5.358 eV
electronic energy = -87978.3816 eV
net charge = +2
expectation value of S² = 0.773
spin multiplicity = 2
energy relative to the best compared isomer or geometry (same formula, charge and spin) = 21.31 kJ/mol

---

[3]
DFT (ωB97M-V/def2-TZVPD) results for C2H4Cl2N4O12V as an isolated structure at a distorted geometry.

```
25
Properties=species:S:1:pos:R:3:mulliken_charge:R:1
V 0.07 -1.84 -1.78 1.236
N 1.12 -4.31 -2.27 1.620
O -0.01 -4.01 -2.01 -0.666
O 1.51 -5.36 -2.67 -0.550
O 1.72 -3.23 -2.04 -0.672
N 0.30 -1.57 0.95 1.528
O -0.68 -1.86 0.34 -0.575
O 0.38 -1.01 2.05 -0.583
O 1.17 -1.68 0.11 -0.597
N -2.99 -0.99 -2.70 0.930
O -4.06 -1.49 -2.48 -0.476
O -1.92 -1.45 -2.34 -0.545
O -2.91 0.07 -3.33 -0.427
N -0.20 1.65 -1.65 1.016
O 0.05 0.39 -1.48 -0.401
O -1.07 1.94 -2.34 -0.377
O 0.41 2.53 -1.12 -0.465
Cl 2.06 2.94 4.86 -0.217
C 0.69 2.43 3.72 -0.250
C 0.99 2.95 2.38 -0.266
Cl 0.62 4.68 2.21 -0.192
H -0.29 2.70 4.11 0.371
H 0.68 1.34 3.62 0.132
H 0.34 2.35 1.74 0.072
H 2.04 2.83 2.12 0.355
```

## Properties
orbital gap (spin up / spin down) = 7.171 / 4.492 eV
electronic energy = -83382.2618 eV
net charge = 0
expectation value of S² = 3.820
spin multiplicity = 4

---

- Which of these has the highest net charge?
  C31H33AuF5N3O3PSTe

---

- The highest electronic energy belongs to which entry?
  C5H10O2